1.
Molecular formula: C3H10N2S
Method: DFT, ωB97M-V/def2-TZVPD

CARTESIAN COORDINATES (ANGSTROEM)
N1 -1.03 1.00 -0.78
C1 0.11 0.19 -0.27
C2 0.88 0.87 0.86
S1 1.93 2.23 0.17
C3 -0.37 -1.17 0.16
N2 -0.86 -1.95 -1.01
H1 -0.83 1.98 -0.63
H2 -1.77 0.84 -0.10
H3 0.73 0.06 -1.15
H4 0.24 1.34 1.61
H5 1.51 0.15 1.37
H6 3.11 1.63 0.34
H7 -1.23 -1.04 0.84
H8 0.43 -1.78 0.59
H9 -1.16 -2.86 -0.66
H10 -1.70 -1.49 -1.37

SMILES: NC[C@@H](N)CS
HOMO energy, eV: -9.1123

2.
Molecular formula: C3H10N2S
Method: DFT, ωB97M-V/def2-TZVPD

CARTESIAN COORDINATES (ANGSTROEM)
C1 -0.66 -0.44 -1.48
C2 1.22 1.94 0.45
C3 -0.33 -1.62 1.40
N1 -1.55 0.18 -0.78
N2 0.53 0.79 0.98
S1 1.05 -0.66 0.62
H1 -1.16 -1.29 -1.84
H2 0.09 -0.07 -2.27
H3 0.41 -0.80 -0.86
H4 1.59 2.36 1.31
H5 1.91 1.85 -0.40
H6 0.35 2.53 0.20
H7 -0.33 -1.10 2.34
H8 0.03 -2.73 1.31
H9 -1.09 -1.31 0.76
H10 -1.27 1.16 -0.74

HOMO energy (spin up / spin down), eV: -7.9446 / -7.9427

The structure with the greatest stability is 1.

1.
Molecular formula: C3H10N2S
Method: DFT, ωB97M-V/def2-TZVPD

CARTESIAN COORDINATES (ANGSTROEM)
C1 -1.15 -1.95 0.01
C2 1.41 1.59 -0.78
C3 0.18 -1.34 -0.21
N1 -1.34 1.43 -0.40
N2 0.03 1.02 1.81
S1 -0.04 0.92 0.24
H1 -1.40 -2.33 1.05
H2 -1.84 -1.12 -0.16
H3 -1.37 -2.71 -0.58
H4 1.63 2.59 -0.46
H5 2.10 0.93 -0.37
H6 1.40 1.56 -1.94
H7 0.44 -1.20 -1.23
H8 0.96 -1.70 0.32
H9 -1.98 1.40 0.48
H10 0.97 0.91 2.21

HOMO energy, eV: -8.3302

2.
Molecular formula: C3H10N2S
Method: DFT, ωB97M-V/def2-TZVPD

CARTESIAN COORDINATES (ANGSTROEM)
N1 -1.14 1.16 -0.18
C1 -0.38 -0.11 -0.17
C2 0.83 0.03 0.75
S1 2.28 0.79 -0.04
C3 -1.28 -1.24 0.33
N2 -2.37 -1.51 -0.62
H1 -0.81 1.78 -0.91
H2 -2.11 0.99 -0.40
H3 -0.06 -0.35 -1.18
H4 0.55 0.62 1.63
H5 1.13 -0.94 1.14
H6 1.97 2.06 0.27
H7 -1.64 -0.96 1.33
H8 -0.69 -2.15 0.44
H9 -2.83 -2.39 -0.39
H10 -3.12 -0.84 -0.48

SMILES: NC[C@@H](N)CS
HOMO energy, eV: -8.9941

The structure with the greatest stability is 2.

1.
Molecular formula: C17H26N4O2S
Method: DFT, ωB97M-V/def2-TZVPD

CARTESIAN COORDINATES (ANGSTROEM)
C1 6.22 5.77 4.32
H1 6.45 5.82 5.38
O1 5.42 4.63 4.13
C2 5.04 4.44 2.79
C3 4.18 3.18 2.69
N1 3.82 2.99 1.32
C4 3.07 2.03 0.95
N2 2.52 1.06 1.75
N3 1.47 0.24 1.44
C5 1.34 -0.18 0.24
C6 0.22 -1.05 -0.07
C7 -0.53 -1.11 -1.23
N4 -1.45 -2.11 -1.08
C8 -1.31 -2.67 0.17
C9 -0.30 -2.03 0.81
H2 0.07 -2.23 1.80
C10 -2.17 -3.80 0.63
H3 -1.98 -4.70 0.05
H4 -1.95 -4.01 1.67
H5 -3.22 -3.53 0.54
C11 -2.42 -2.48 -2.06
H6 -2.01 -2.29 -3.05
H7 -2.63 -3.55 -1.97
C12 -3.76 -1.72 -1.91
C13 -4.57 -1.71 -3.22
H8 -4.45 -0.78 -3.77
C14 -6.00 -1.95 -2.75
H9 -6.62 -2.44 -3.49
C15 -5.75 -2.84 -1.53
H10 -6.55 -2.80 -0.79
O2 -4.59 -2.32 -0.92
H11 -5.59 -3.88 -1.83
H12 -6.46 -1.02 -2.44
H13 -4.25 -2.54 -3.86
H14 -3.54 -0.70 -1.57
C16 -0.50 -0.24 -2.44
H15 0.01 -0.73 -3.27
H16 0.02 0.69 -2.22
H17 -1.51 0.01 -2.76
C17 2.37 0.15 -0.80
H18 2.07 -0.12 -1.81
H19 3.31 -0.34 -0.56
S1 2.68 1.95 -0.77
H20 2.54 1.27 2.74
H21 4.77 2.34 3.08
H22 3.30 3.31 3.34
H23 4.46 5.31 2.42
H24 5.93 4.33 2.15
H25 7.15 5.69 3.74
H26 5.70 6.68 4.01

SMILES: COCC/N=C1\NN=C(c2cc(C)n(C[C@H]3CCCO3)c2C)CS1
HOMO energy, eV: -7.5815

2.
Molecular formula: C17H26N4O2S
Method: DFT, ωB97M-V/def2-TZVPD

CARTESIAN COORDINATES (ANGSTROEM)
C1 2.90 -3.31 0.79
H1 3.46 -4.23 0.89
H2 3.38 -2.54 1.39
H3 2.93 -2.99 -0.25
C2 1.46 -3.53 1.23
N1 0.67 -2.30 1.09
C3 -0.72 -2.57 0.75
H4 -1.31 -1.68 0.94
C4 -0.90 -2.95 -0.73
N2 -0.97 -1.79 -1.60
C5 -2.08 -1.62 -2.35
O1 -3.03 -2.38 -2.29
C6 -2.15 -0.40 -3.27
H5 -1.18 0.07 -3.43
C7 -3.16 0.60 -2.68
C8 -2.66 1.15 -1.40
N3 -3.11 0.93 -0.21
N4 -2.34 1.61 0.65
C9 -1.44 2.23 -0.06
C10 -0.39 3.07 0.43
C11 -0.19 3.47 1.72
C12 0.96 4.28 1.86
C13 1.62 4.48 0.69
S1 0.84 3.67 -0.63
C14 2.86 5.27 0.46
H6 2.68 6.06 -0.26
H7 3.20 5.71 1.39
H8 3.65 4.63 0.06
H9 1.28 4.69 2.79
H10 -0.85 3.19 2.52
O2 -1.59 1.98 -1.38
H11 -4.10 0.08 -2.48
H12 -3.32 1.41 -3.38
H13 -2.53 -0.75 -4.23
C15 0.23 -0.99 -1.68
H14 0.02 0.07 -1.60
H15 0.87 -1.27 -0.84
H16 0.77 -1.18 -2.62
H17 -0.09 -3.60 -1.06
H18 -1.85 -3.48 -0.85
H19 -1.13 -3.38 1.37
C16 0.80 -1.44 2.25
C17 0.56 0.03 1.92
H20 -0.47 0.21 1.63
H21 0.78 0.64 2.80
H22 1.22 0.34 1.11
H23 1.82 -1.55 2.63
H24 0.12 -1.76 3.06
H25 1.02 -4.30 0.60
H26 1.44 -3.89 2.27

SMILES: CCN(CC)CCN(C)C(=O)CCc1nnc(-c2ccc(C)s2)o1
HOMO energy, eV: -8.3864

The structure with the greatest stability is 2.

1.
Molecular formula: C5H14NO2
Method: DFT, ωB97M-V/def2-TZVPD

CARTESIAN COORDINATES (ANGSTROEM)
C1 -3.45 -0.30 0.30
C2 -2.08 -0.83 0.17
N1 -1.15 0.07 0.78
C3 0.17 1.39 -0.97
C4 0.44 0.17 0.03
C5 1.50 -0.86 -0.46
O1 2.86 -0.36 -0.61
H1 -3.37 0.73 -0.09
H2 -4.30 -0.75 -0.27
H3 -3.62 -0.35 1.36
H4 -2.09 -1.97 0.44
H5 -1.85 -1.03 -0.91
H6 1.00 0.88 0.75
H7 -0.59 1.23 -1.58
H8 1.09 1.61 -1.66
H9 -0.02 2.24 -0.33
H10 -0.12 -0.62 0.88
H11 1.27 -1.34 -1.40
H12 1.69 -1.67 0.35
H13 4.62 1.19 1.68
H14 3.33 0.19 0.31
O2 4.66 0.39 1.21

HOMO energy, eV: -3.6117
Net charge: -1

2.
Molecular formula: C5H14NO2
Method: DFT, ωB97M-V/def2-TZVPD

CARTESIAN COORDINATES (ANGSTROEM)
C1 0.80 -0.13 -1.08
O1 0.28 0.01 -2.28
C2 -0.14 -0.47 0.19
C3 -1.47 0.28 -0.21
C4 -1.25 1.77 -0.32
C5 -2.57 -0.09 0.87
N1 0.47 0.05 1.39
H1 1.61 -0.95 -1.09
H2 1.38 0.79 -0.72
H3 -0.36 -1.53 0.29
H4 -1.77 -0.23 -1.11
H5 -0.36 2.20 0.17
H6 -1.30 2.17 -1.33
H7 -1.92 2.38 0.33
H8 -3.07 0.77 1.31
H9 -2.16 -0.65 1.72
H10 -3.19 -0.82 0.34
H11 -0.09 0.01 2.24
H12 0.93 0.94 1.27
H13 3.04 -2.10 0.49
H14 2.74 -0.64 0.79
O2 3.37 -1.35 0.94

HOMO energy, eV: -2.5971
Net charge: -1

3.
Molecular formula: C5H14NO2
Method: DFT, ωB97M-V/def2-TZVPD

CARTESIAN COORDINATES (ANGSTROEM)
C1 0.44 2.31 0.22
N1 -0.48 1.28 0.64
C2 0.06 -0.99 -2.47
C3 0.43 -0.31 -1.16
C4 -0.77 0.13 -0.21
C5 -1.15 -1.04 0.75
O1 -0.09 -1.55 1.45
H1 1.38 2.13 0.80
H2 -0.06 3.28 0.14
H3 0.89 2.10 -0.77
H4 0.00 0.95 1.51
H5 0.95 -1.29 -3.00
H6 -0.41 -1.99 -2.42
H7 -0.60 -0.45 -2.92
H8 1.05 -1.19 -0.60
H9 1.14 0.48 -1.51
H10 -1.58 0.44 -0.84
H11 -1.96 -0.67 1.44
H12 -1.50 -2.00 0.25
H13 1.39 -0.16 2.73
H14 0.16 -1.08 2.62
O2 0.68 -0.37 3.35

HOMO energy, eV: -3.4450
Net charge: -1

The structure with the greatest stability is 2.

1.
Molecular formula: C2H4N2O2S
Method: DFT, ωB97M-V/def2-TZVPD

CARTESIAN COORDINATES (ANGSTROEM)
C1 -0.51 -0.11 0.14
C2 2.03 0.25 0.10
H1 -3.49 -0.05 -0.32
H2 -0.72 1.87 -0.02
H3 2.92 0.10 -0.52
H4 2.15 0.50 1.22
N1 -1.68 -0.68 -0.05
N2 -0.05 1.18 0.32
O1 -2.68 0.32 -0.03
O2 1.23 1.24 -0.39
S1 0.85 -1.21 -0.02

SMILES: O/N=C1\NOCS1
HOMO energy, eV: -8.5323

2.
Molecular formula: C2H4N2O2S
Method: DFT, ωB97M-V/def2-TZVPD

CARTESIAN COORDINATES (ANGSTROEM)
C1 1.51 -1.40 0.65
C2 0.37 -0.98 -0.20
N1 0.33 -1.46 1.13
N2 -1.53 1.01 0.07
O1 1.03 1.62 0.23
O2 -0.19 1.09 -1.94
S1 0.06 0.87 -0.51
H1 2.46 -1.56 0.89
H2 -0.18 -1.57 -0.93
H3 -1.62 1.00 1.06
H4 -2.25 1.39 -0.45

SMILES: NS(=O)(=O)[C@H]1C=N1
HOMO energy, eV: -10.4978

The structure with the greatest stability is 2.

1.
Molecular formula: C5H6ClF
Method: DFT, ωB97M-V/def2-TZVPD

CARTESIAN COORDINATES (ANGSTROEM)
C1 -0.76 -0.02 0.80
C2 0.12 0.97 0.13
C3 1.41 0.84 -0.21
C4 2.23 -0.33 0.08
C5 1.80 -1.57 -0.17
H1 -1.39 0.54 1.48
H2 -0.23 -0.76 1.38
H3 1.98 1.74 -0.37
H4 3.25 -0.12 0.37
H5 0.78 -1.73 -0.54
H6 2.42 -2.44 0.02
F1 -0.51 2.09 -0.24
Cl1 -1.82 -0.90 -0.23

SMILES: C=C/C=C(/F)CCl
HOMO energy, eV: -9.0408

2.
Molecular formula: C5H6ClF
Method: DFT, ωB97M-V/def2-TZVPD

CARTESIAN COORDINATES (ANGSTROEM)
C1 -2.27 -1.05 0.59
C2 -1.41 -0.05 0.28
C3 0.97 0.71 -0.96
C4 1.96 0.88 0.17
C5 -0.11 -0.27 -0.43
F1 0.51 -1.50 -0.43
Cl1 3.38 -0.06 0.38
H1 -3.07 -0.83 1.35
H2 -2.07 -2.10 0.37
H3 -1.66 0.91 0.72
H4 0.62 1.70 -1.35
H5 1.36 0.20 -1.76
H6 1.79 1.46 1.07

HOMO energy (spin up / spin down), eV: -7.7538 / -8.0059

The structure with the greatest stability is 1.

1.
Molecular formula: CH2OS3
Method: DFT, ωB97M-V/def2-TZVPD

CARTESIAN COORDINATES (ANGSTROEM)
C1 0.35 0.14 -0.14
O1 2.36 0.82 1.82
S1 3.19 -1.03 -0.58
S2 1.14 1.68 -0.83
S3 2.03 0.26 0.31
H1 -0.15 0.45 0.74
H2 0.04 -0.51 -0.87

SMILES: O=[S@@]1(=S)CS1
HOMO energy, eV: -9.6106

2.
Molecular formula: CH2OS3
Method: DFT, ωB97M-V/def2-TZVPD

CARTESIAN COORDINATES (ANGSTROEM)
C1 0.28 0.03 0.77
O1 -0.34 -1.24 -1.53
S1 -1.94 1.18 -1.15
S2 1.37 0.93 -0.33
S3 -0.45 0.00 -0.82
H1 1.20 -1.43 1.40
H2 -0.11 0.52 1.65

HOMO energy, eV: -9.4505

The structure with the greatest stability is 1.

1.
Molecular formula: C2H6N3S
Method: DFT, ωB97M-V/def2-TZVPD

CARTESIAN COORDINATES (ANGSTROEM)
C1 -1.03 1.43 -0.21
C2 0.66 -1.05 -0.07
N1 -1.61 0.16 -0.48
N2 0.14 1.56 0.30
N3 1.68 -1.75 0.37
S1 -0.90 -0.99 0.50
H1 -1.79 2.11 -0.52
H2 0.83 -0.80 -1.04
H3 -2.67 0.25 -0.48
H4 0.44 2.53 0.27
H5 2.56 -1.49 -0.02
H6 1.71 -1.96 1.37

HOMO energy, eV: -14.2104
Net charge: +1

2.
Molecular formula: C2H6N3S
Method: DFT, ωB97M-V/def2-TZVPD

CARTESIAN COORDINATES (ANGSTROEM)
C1 0.12 0.44 -0.36
C2 -0.94 1.54 -0.14
N1 -0.22 -0.61 0.51
N2 -1.04 -0.33 1.41
N3 1.54 -2.00 -0.43
S1 -1.76 1.20 1.35
H1 0.21 0.16 -1.36
H2 1.13 0.73 -0.11
H3 -0.58 2.50 -0.04
H4 -1.66 1.09 -0.94
H5 1.02 -2.86 -0.29
H6 2.17 -1.84 0.40

HOMO energy (spin up / spin down), eV: -15.2170 / -14.2998
Net charge: +1

3.
Molecular formula: C2H6N3S
Method: DFT, ωB97M-V/def2-TZVPD

CARTESIAN COORDINATES (ANGSTROEM)
C1 -1.29 0.49 0.03
C2 -1.18 -1.09 -0.09
N1 0.07 0.99 -0.18
N2 1.01 0.24 -0.10
N3 2.23 0.58 0.05
S1 0.64 -1.46 -0.02
H1 -2.11 0.95 -0.48
H2 -1.57 0.90 1.09
H3 -1.71 -1.68 0.71
H4 -1.58 -1.54 -1.02
H5 2.38 1.55 0.02
H6 3.11 0.05 -0.02

SMILES: N[N+]1=NCCS1
HOMO energy, eV: -14.4922
Net charge: +1

The structure with the greatest stability is 1.